# C42H52N2S3Ti

A molecular structure, C42H52N2S3Ti (wB97M-V/def2-TZVPD, OMol25).

Geometry as XYZ:
```
100
Properties=species:S:1:pos:R:3:lowdin_charge:R:1
Ti 0.90934 -0.98451 -0.11208 0.5951
C 3.10729 -3.76329 -0.17652 -0.4782
C 4.05464 -2.73494 -0.78923 -0.4511
S 3.55951 -0.99850 -0.55938 0.9118
C 3.67749 -0.35150 -2.24150 -0.4740
C 2.76043 -1.02862 -3.24618 -0.4473
S 1.03246 -1.03806 -2.69872 0.9480
C 0.51726 -2.73214 -3.06990 -0.4390
C 1.27161 -3.81915 -2.31506 -0.4466
S 1.34086 -3.55699 -0.51197 0.8994
H 3.17980 -3.76107 0.91108 0.0687
H 3.39201 -4.76390 -0.50543 0.0970
H 4.17795 -2.90807 -1.85752 0.0730
H 5.03851 -2.85490 -0.33490 0.0924
H 4.71600 -0.41571 -2.57006 0.0999
H 3.43878 0.70893 -2.13991 0.0648
H 3.07396 -2.05426 -3.43665 0.0703
H 2.80420 -0.49601 -4.19655 0.0961
H 0.60397 -2.89278 -4.14545 0.1040
H -0.54746 -2.74591 -2.82508 0.0681
H 2.29649 -3.91752 -2.67302 0.0747
H 0.77793 -4.77697 -2.48133 0.0904
C -2.07946 -4.59215 -0.87815 -0.0589
C -2.70481 -3.29945 -0.34701 -0.3454
C -2.19241 -3.02569 1.06467 -0.0570
C -2.66348 -2.19440 -1.41053 -0.1481
C -3.48864 -2.43737 -2.51467 -0.0499
C -3.62696 -1.53145 -3.54541 -0.0556
C -2.94802 -0.32400 -3.48520 -0.0221
C -2.11905 -0.02339 -2.41341 -0.1508
C -1.45065 1.34161 -2.35797 -0.3786
C -0.88877 1.78837 -3.70870 -0.0742
C -2.42475 2.40603 -1.84216 -0.0258
C -1.96046 -0.98282 -1.39028 -0.2027
N -1.00453 -0.68402 -0.36826 -0.0773
C -1.41179 0.18710 0.63747 -0.1950
C -0.43598 0.85295 1.33565 -0.1866
N 0.87893 0.61109 0.97119 -0.0658
C 1.92165 1.38771 1.56168 -0.1874
C 2.57671 0.91281 2.70978 -0.1395
C 3.58136 1.70192 3.26039 -0.0293
C 3.92907 2.92163 2.69959 -0.0581
C 3.28266 3.35865 1.55823 -0.0233
C 2.27880 2.59777 0.96319 -0.1361
C 1.58294 3.09793 -0.28723 -0.3655
C 0.57932 4.20573 0.04029 -0.0338
C 2.57553 3.57584 -1.34713 -0.0552
C 2.24621 -0.39370 3.42547 -0.3368
C 2.40095 -1.64427 2.56125 -0.0699
C 0.89044 -0.40713 4.13263 -0.0330
C -1.05859 1.71366 2.35670 -0.0994
C -0.63361 2.61198 3.29364 -0.0067
C -1.61137 3.28985 4.07640 -0.0522
C -2.95555 3.07659 3.91623 -0.0092
C -3.41902 2.15254 2.93836 -0.1521
C -4.77227 1.82450 2.64127 -0.0111
C -5.05679 0.91476 1.65809 -0.0541
C -4.03950 0.27010 0.89591 0.0010
C -2.73439 0.56665 1.16800 -0.1073
C -2.45113 1.50291 2.19655 -0.0932
H -2.29236 -5.41958 -0.20074 0.0899
H -0.99197 -4.50237 -0.94081 0.0154
H -2.45410 -4.85951 -1.86566 0.0797
H -3.77692 -3.49788 -0.23421 0.1396
H -1.10914 -2.89439 1.10006 0.0407
H -2.43287 -3.89027 1.68721 0.0892
H -2.65592 -2.15366 1.51772 0.0714
H -4.05628 -3.36042 -2.54371 0.1182
H -4.27732 -1.75352 -4.38051 0.1091
H -3.07578 0.39926 -4.27942 0.1148
H -0.62379 1.27912 -1.64397 0.0901
H -1.68349 2.09039 -4.39251 0.0788
H -0.30602 1.00663 -4.19599 0.0507
H -0.24621 2.66027 -3.57154 0.0762
H -3.29358 2.47522 -2.50086 0.0903
H -1.93866 3.38306 -1.82766 0.0752
H -2.78054 2.18993 -0.83678 0.0704
H 4.09352 1.35654 4.15000 0.1147
H 4.70578 3.52458 3.14968 0.1085
H 3.56107 4.30957 1.12298 0.1146
H 1.02149 2.25583 -0.70465 0.1039
H 1.08755 5.06600 0.48156 0.0882
H -0.18035 3.86486 0.74345 0.0725
H 0.07623 4.54449 -0.86686 0.0752
H 3.10135 4.47792 -1.03262 0.0790
H 2.05263 3.81612 -2.27422 0.0787
H 3.33604 2.82282 -1.56658 0.0646
H 3.01094 -0.48733 4.20263 0.1324
H 1.64077 -1.61820 1.76021 0.0092
H 2.18895 -2.55311 3.12684 0.1027
H 3.39539 -1.71588 2.11973 0.0701
H 0.06257 -0.51124 3.42923 0.0744
H 0.72988 0.50904 4.69854 0.0855
H 0.84640 -1.24672 4.82830 0.0880
H 0.41689 2.82144 3.45296 0.1130
H -1.27417 3.99965 4.81967 0.1057
H -3.66802 3.61420 4.52868 0.1149
H -5.57501 2.29843 3.19168 0.1147
H -6.08992 0.67830 1.44236 0.1052
H -4.32056 -0.42454 0.11464 0.1129
```

As for the multiplicity: 2. The calculation puts the HOMO energy (spin up / spin down) at -9.11 / -9.06 eV. Its electronic energy is -102996.75658 eV. As for the expectation value of S²: 0.8247. The calculation puts the frontier orbital gap (spin up / spin down) at 0.2363 / 0.2436 Eh. The total charge is +1. The LUMO energy (spin up / spin down) comes out at -0.099 / -0.089 Eh.

=====

# C37H36BaN5Sb

A molecular structure, C37H36BaN5Sb (wB97M-V/def2-TZVPD, OMol25).

Geometry as XYZ:
```
80
Properties=species:S:1:pos:R:3:lowdin_charge:R:1
Ba -0.25206 -0.15030 -0.35076 1.6476
C 2.13341 2.31325 1.12786 -0.1184
N 2.17364 1.46220 -0.07875 -0.1433
C 3.31113 0.52393 -0.03202 -0.1245
C 3.00681 -0.57955 0.92985 -0.3553
N 1.80739 -1.09630 1.09696 -0.0297
C 1.97153 -2.11535 2.03856 -0.2458
C 1.04799 -3.02110 2.55925 -0.0171
C 1.51091 -3.95185 3.46508 -0.0581
C 2.86192 -3.99040 3.85235 -0.0539
C 3.78672 -3.10211 3.34393 0.0024
C 3.30776 -2.16896 2.43081 -0.1926
N 3.93304 -1.15467 1.72004 0.1964
C 0.75017 2.78483 1.45198 -0.3298
N -0.35223 2.11152 1.20635 -0.0363
C -1.38690 2.88491 1.75107 -0.2365
C -2.76253 2.66260 1.77888 -0.0231
C -3.54851 3.60949 2.39987 -0.0608
C -2.98802 4.75865 2.98313 -0.0545
C -1.62943 4.99266 2.96264 0.0072
C -0.84840 4.02835 2.33585 -0.1753
N 0.51912 3.93465 2.11801 0.1852
H 2.80798 3.17007 1.03405 0.1407
H 2.49000 1.72048 1.97519 0.1388
H 2.30959 2.06529 -0.88559 0.1263
H 4.24354 1.02792 0.24661 0.1407
H 3.46202 0.09518 -1.02629 0.1192
H 0.00405 -3.00696 2.26758 0.1086
H 0.82341 -4.67051 3.88855 0.1148
H 3.18217 -4.73548 4.56640 0.1165
H 4.82477 -3.13417 3.64340 0.1225
H 4.91682 -0.93778 1.72896 0.1803
H -3.20916 1.77794 1.33911 0.1046
H -4.61886 3.46839 2.44349 0.1144
H -3.64025 5.47660 3.46009 0.1171
H -1.20151 5.87757 3.41114 0.1220
H 1.21461 4.60507 2.40251 0.1791
C 1.94129 -4.62655 -5.10177 -0.0373
C 1.10536 -3.50624 -5.65136 -0.2994
C 0.96378 -3.36802 -7.02903 -0.0273
C 0.18641 -2.36343 -7.58652 -0.0522
C -0.47461 -1.46267 -6.76915 -0.0742
C -0.34005 -1.57857 -5.39333 -0.1614
C 0.44337 -2.58493 -4.83390 -0.3694
Sb 0.50912 -2.61184 -2.71836 1.4199
C 2.57232 -2.69584 -2.15612 -0.3616
C 2.91882 -3.38601 -0.99387 -0.1479
C 4.22792 -3.40411 -0.53332 -0.0823
C 5.20357 -2.70645 -1.22986 -0.0653
C 4.85781 -1.98420 -2.36265 -0.0483
C 3.54845 -1.95852 -2.84103 -0.3294
C 3.24307 -1.16211 -4.08090 -0.0493
C -0.19917 -4.57201 -2.28714 -0.3357
C 0.66008 -5.63936 -2.04903 -0.1407
C 0.15683 -6.90981 -1.81252 -0.0642
C -1.21373 -7.11481 -1.82157 -0.0540
C -2.07016 -6.05554 -2.07472 -0.0356
C -1.58455 -4.77339 -2.31133 -0.3156
C -2.55216 -3.66437 -2.63401 -0.0809
H 2.49823 -5.11688 -5.89771 0.0897
H 1.31444 -5.37929 -4.62171 0.0789
H 2.66003 -4.27244 -4.35879 0.0683
H 1.47301 -4.06916 -7.67774 0.1199
H 0.09699 -2.28842 -8.66137 0.1152
H -1.08576 -0.67902 -7.19467 0.1099
H -0.85689 -0.86901 -4.75304 0.0796
H 2.16365 -3.92610 -0.43127 0.0963
H 4.47988 -3.97033 0.35410 0.1122
H 6.23449 -2.73242 -0.90182 0.1131
H 5.62278 -1.43856 -2.90233 0.1197
H 4.05499 -0.47297 -4.30658 0.0871
H 2.32083 -0.57957 -3.98481 0.0636
H 3.10585 -1.80869 -4.94908 0.0864
H 1.73414 -5.49819 -2.06835 0.0923
H 0.83411 -7.73353 -1.63477 0.1131
H -1.61773 -8.10199 -1.64427 0.1150
H -3.13888 -6.22636 -2.10071 0.1177
H -3.58010 -4.01538 -2.57518 0.0862
H -2.39297 -3.27499 -3.64403 0.0773
H -2.45521 -2.82332 -1.93686 0.0417
```

The calculation puts the HOMO energy at -13.20 eV. Its electronic energy is -53625.45019 eV. The calculation puts the frontier orbital gap at 0.2808 Eh. The total charge is +2. The LUMO energy comes out at -0.204 Eh.

=====

# C38H53N8P2ReS

A molecular structure, C38H53N8P2ReS at a distorted geometry (wB97M-V/def2-TZVPD, OMol25).

Geometry as XYZ:
```
103
Properties=species:S:1:pos:R:3:lowdin_charge:R:1
Re 0.36180 0.05118 0.13492 1.3659
C 1.91348 -0.52818 4.09221 -0.1306
C 0.54645 0.16478 4.08975 -0.5533
C -0.23349 -0.15106 5.37021 -0.0925
P -0.35799 -0.18868 2.53302 1.0226
C -1.25364 -1.81019 2.71769 -0.5018
C -2.52153 -1.77376 3.57757 -0.0812
C -0.32897 -2.95550 3.15650 -0.1007
C -1.69876 0.99762 2.29632 -0.3157
C -2.13215 1.93396 3.22657 -0.0242
C -3.18841 2.78823 2.94413 -0.2523
C -3.67875 3.79212 3.95623 -0.0364
C -3.78384 2.68603 1.68630 -0.0119
C -3.35054 1.76933 0.74176 -0.0131
C -2.29758 0.90752 1.03720 -0.3225
N -1.70066 0.02737 0.08695 -0.1662
C -2.44707 -0.56860 -0.95721 -0.3211
C -3.79361 -0.91189 -0.82745 -0.0118
C -4.48457 -1.47135 -1.89090 -0.0129
C -3.87469 -1.71211 -3.12231 -0.2587
C -4.63781 -2.28989 -4.29152 -0.0374
C -2.52975 -1.39564 -3.23719 -0.0408
C -1.80721 -0.85248 -2.17146 -0.2980
P -0.10486 -0.25949 -2.28659 1.0353
C -0.17734 1.26520 -3.32913 -0.4949
C -0.17917 1.02919 -4.83934 -0.0919
C -1.42399 2.08049 -2.94545 -0.0995
C 1.02139 -1.49824 -3.05480 -0.5107
C 2.37905 -0.80699 -3.28182 -0.0941
C 0.54142 -2.27980 -4.27728 -0.0888
H 2.47420 -0.21602 4.97590 0.0924
H 2.49654 -0.24484 3.21749 0.0183
H 1.80882 -1.61690 4.12807 0.0643
H 0.71220 1.23884 4.03499 0.0375
H -0.31084 -1.22120 5.55209 0.0652
H -1.23947 0.26881 5.37758 0.0665
H 0.31290 0.28075 6.21054 0.0930
H -1.57283 -2.00058 1.69360 0.0606
H -2.28709 -1.79140 4.64160 0.0693
H -3.11861 -2.66295 3.35923 0.0885
H -3.14112 -0.90075 3.37519 0.0736
H -0.10124 -2.89419 4.21985 0.0696
H 0.62025 -2.97399 2.61731 0.0550
H -0.82845 -3.91365 2.98837 0.0906
H -1.63208 2.01499 4.18550 0.1082
H -2.97642 3.89909 4.78214 0.0795
H -4.64109 3.48481 4.37058 0.0878
H -3.81941 4.77214 3.49882 0.0862
H -4.58900 3.36643 1.42686 0.1244
H -3.79906 1.75589 -0.24478 0.1185
H -4.29837 -0.73884 0.11588 0.1203
H -5.53174 -1.72649 -1.76051 0.1210
H -5.67598 -2.48586 -4.02607 0.0788
H -4.19452 -3.22842 -4.62879 0.0846
H -4.63388 -1.60322 -5.14002 0.0864
H -2.04141 -1.56568 -4.18883 0.1018
H 0.71996 1.82566 -3.05332 0.1064
H -1.07250 0.48439 -5.15304 0.0788
H 0.70005 0.50147 -5.20062 0.0553
H -0.20100 2.00229 -5.33372 0.0954
H -2.30888 1.65247 -3.42105 0.0856
H -1.30861 3.10681 -3.29908 0.0941
H -1.60802 2.11003 -1.87413 0.0442
H 1.16898 -2.22821 -2.26108 0.0734
H 2.34984 -0.12036 -4.12816 0.0717
H 3.14162 -1.55894 -3.49345 0.0899
H 2.70456 -0.23811 -2.40451 0.0540
H 0.28606 -1.64034 -5.12216 0.0680
H -0.31607 -2.90868 -4.04177 0.0701
H 1.35226 -2.93886 -4.59912 0.0899
C 5.91163 3.16357 -0.49488 -0.0810
C 4.46455 3.34609 -0.93236 -0.2401
N 3.52692 3.31585 0.19103 -0.0140
C 3.01808 2.19514 0.74916 -0.8619
S 2.17070 2.29884 2.22079 0.6597
N 3.29030 1.07103 0.06436 -0.0116
N 2.49850 0.02445 0.24357 -0.1646
C 3.05524 -1.16382 0.33362 -0.2731
C 4.51996 -1.37537 0.47601 -0.0053
C 2.13969 -2.29924 0.25756 -0.2298
C 2.56592 -3.62136 0.25943 0.0172
C 1.64306 -4.63953 0.09692 -0.0136
C 0.29995 -4.32560 -0.08251 -0.0276
C -0.06680 -3.00303 -0.05781 -0.1364
N 0.82574 -2.01219 0.13685 -0.1029
H 6.58911 3.28748 -1.34291 0.0759
H 6.06399 2.16802 -0.07388 0.0621
H 6.18141 3.89773 0.26519 0.0762
H 4.17549 2.56046 -1.62383 0.0959
H 4.33594 4.30116 -1.43910 0.1146
H 3.48021 4.12203 0.79157 0.1145
H 5.00968 -0.42509 0.65177 0.0731
H 4.94628 -1.82175 -0.42947 0.1004
H 4.72566 -2.04694 1.31353 0.0940
H 3.61887 -3.83578 0.37319 0.1201
H 1.96897 -5.67220 0.09187 0.1243
H -0.44885 -5.08933 -0.23988 0.1232
H -1.09558 -2.69733 -0.20473 0.1100
N 1.05565 6.05524 -2.02893 0.1200
C 0.63245 5.26191 -1.30175 -0.3463
N 0.09544 4.38738 -0.45905 0.1407
C 0.19663 3.17485 -0.28192 -0.3226
N 0.22742 2.01170 -0.05565 -0.0705
```

As for the multiplicity: 4. The calculation puts the HOMO energy (spin up / spin down) at -9.95 / -9.78 eV. Its electronic energy is -83726.07959 eV. The calculation puts the energy above the lowest of the compared OMol25 structures with the same formula, charge and spin at 26.8 kcal/mol. As for the expectation value of S²: 3.7848. The calculation puts the frontier orbital gap (spin up / spin down) at 0.2402 / 0.1871 Eh. The total charge is +1. The LUMO energy (spin up / spin down) comes out at -0.126 / -0.172 Eh.